# 1
The following is a quantum chemistry calculation of an isolated ion of composition C3H6N3 and charge +1 at a distorted geometry, from the Open Molecules 2025 dataset.

Each line ends with the natural charge from an NBO analysis.
CARTESIAN COORDINATES (ANGSTROEM)
C (-0.07315, 2.51407, 0.42598)  -0.496
N (0.64685, 1.39921, -0.15777)  0.091
N (0.26849, 0.27851, 0.03863)  -0.038
C (0.05925, -0.90555, -0.14484)  0.408
N (-0.43041, -1.74265, -1.10454)  -0.523
C (0.31383, -2.42001, 0.03239)  -0.189
H (-0.93328, 2.08145, 0.83490)  0.216
H (0.54983, 3.08323, 1.21940)  0.289
H (-0.14881, 3.35299, -0.32616)  0.284
H (-1.36711, -1.62353, -1.48449)  0.444
H (1.22509, -3.03965, -0.24451)  0.264
H (-0.11060, -2.97807, 0.91100)  0.249

The structure (SMILES) is C/N=N/C1=[NH+]C1. The LUMO energy comes out at -5.737 eV. Its net charge is +1. For the HOMO energy, the calculation gives -14.76 eV. The value obtained for the HOMO-LUMO gap is 9.02 eV.

=====

# 2
The following is a quantum chemistry calculation of one molecule with the formula C4H8N2O, from the Open Molecules 2025 dataset.

Each line ends with the natural charge from an NBO analysis.
CARTESIAN COORDINATES (ANGSTROEM)
N (-1.57022, 0.78758, -1.20811)  -0.832
C (-1.57697, -0.08632, -0.16461)  0.652
O (-2.51291, -0.15593, 0.61082)  -0.605
C (-0.36627, -1.01509, -0.06259)  -0.327
N (0.99039, -0.46830, -0.15944)  -0.410
C (1.56673, 0.13852, 1.02281)  -0.250
C (1.26226, 0.96409, -0.16762)  -0.271
H (-2.38788, 1.35622, -1.35850)  0.407
H (-0.83454, 0.78857, -1.89119)  0.397
H (-0.48219, -1.55382, 0.88250)  0.225
H (-0.47194, -1.74589, -0.87448)  0.219
H (0.91488, 0.27364, 1.88567)  0.192
H (2.58601, -0.15971, 1.26369)  0.201
H (0.43927, 1.66918, -0.08794)  0.202
H (2.05858, 1.26448, -0.84562)  0.201

The structure (SMILES) is NC(=O)CN1CC1. The LUMO energy comes out at 0.928 eV. For the HOMO energy, the calculation gives -9.07 eV. The value obtained for the HOMO-LUMO gap is 10.00 eV.

=====

# 3
The following is a quantum chemistry calculation of C11H24ClFeI2N2P2 as an isolated structure at a distorted geometry, from the Open Molecules 2025 dataset.

Each line ends with the natural charge from an NBO analysis.
CARTESIAN COORDINATES (ANGSTROEM)
I (3.63495, 0.74707, -1.59225)  0.041
I (-0.69084, -0.43821, -3.45759)  0.038
Fe (-0.60684, -0.32449, -1.00769)  0.898
P (0.05710, -2.58187, -0.97601)  1.039
C (1.78097, -2.73939, -1.48237)  -0.976
C (-0.08810, -3.38892, 0.63426)  -0.958
H (0.13015, -4.45977, 0.51163)  0.277
H (-0.78965, -4.65363, -1.89910)  0.273
H (-1.11063, -3.24870, 1.00424)  0.271
H (-2.02665, -3.36063, -1.88082)  0.274
H (2.41091, -2.04343, -0.90805)  0.259
H (0.62170, -2.93222, 1.33309)  0.261
C (-0.97544, -3.58875, -2.08642)  -0.954
H (2.10674, -3.77580, -1.32834)  0.277
H (-0.75685, -3.33682, -3.12862)  0.268
H (1.86209, -2.45833, -2.53894)  0.272
P (-1.07071, 1.96565, -1.26007)  1.060
C (0.39125, 2.85321, -1.82108)  -0.983
C (-2.41512, 2.25026, -2.45203)  -0.958
H (-2.45715, 2.22079, 0.66856)  0.272
H (-1.95780, 3.81292, -0.00162)  0.278
H (-0.79948, 2.82695, 0.95782)  0.258
C (-1.62694, 2.79410, 0.24230)  -0.965
H (-3.25367, 1.59558, -2.19037)  0.275
H (-2.73072, 3.29962, -2.40142)  0.272
H (0.17541, 3.92796, -1.88375)  0.279
H (0.69438, 2.46359, -2.79806)  0.273
H (-2.08098, 2.00110, -3.46511)  0.268
H (1.22461, 2.66655, -1.13035)  0.258
Cl (-2.64295, -0.77824, -0.32369)  -0.353
N (1.83643, 1.35599, 4.57358)  -0.725
C (1.28058, 0.87862, 3.43517)  0.267
C (2.00163, 0.91952, 2.22453)  -0.291
C (1.40593, 0.46679, 1.07470)  0.053
N (0.13251, 0.02348, 1.01167)  -0.642
C (-0.56392, -0.04341, 2.18694)  0.064
C (-0.02800, 0.35832, 3.39296)  -0.284
H (2.77300, 1.73438, 4.56692)  0.419
H (1.34223, 1.36451, 5.45357)  0.423
H (3.02611, 1.28798, 2.17655)  0.251
H (2.01539, 0.45481, 0.15282)  0.175
H (-1.58501, -0.42019, 2.12604)  0.243
H (-0.64663, 0.30305, 4.28641)  0.257

The LUMO energy (spin up / spin down) comes out at -9.195 / -8.965 eV. Its net charge is +2. As for the spin multiplicity: 6. For the HOMO energy (spin up / spin down), the calculation gives -15.09 / -15.01 eV. The value obtained for the HOMO-LUMO gap (spin up / spin down) is 5.89 / 6.05 eV.

=====

# 4
The following is a quantum chemistry calculation of one molecule with the formula C6H16N4O2 at a distorted geometry, from the Open Molecules 2025 dataset.

Each line ends with the natural charge from an NBO analysis.
CARTESIAN COORDINATES (ANGSTROEM)
C (3.95574, -0.20320, -1.77121)  -0.617
C (2.70946, 0.12319, -0.95094)  -0.214
N (1.53335, -0.10149, -1.76864)  -0.622
C (0.36824, 0.26440, -1.12749)  -0.244
C (0.12100, -0.60778, 0.05716)  -0.225
N (-1.30118, -0.87769, 0.50486)  -0.663
C (-1.93962, 0.33773, 0.81526)  0.099
C (-2.89630, 0.87755, -0.15086)  -0.654
N (-2.93973, 0.12066, 2.14662)  -0.323
N (-2.53877, -0.23372, 3.26481)  0.552
O (-3.09996, -0.29591, 4.32365)  -0.381
O (-1.13745, -0.61766, 3.30882)  -0.607
H (4.84611, 0.30552, -1.25860)  0.213
H (4.27057, -1.23848, -1.66568)  0.220
H (3.88156, 0.07548, -2.82391)  0.209
H (2.57501, -0.55033, -0.07472)  0.185
H (2.67788, 1.06755, -0.55812)  0.162
H (1.64169, 0.28190, -2.72216)  0.367
H (-0.55490, 0.09132, -1.68785)  0.196
H (0.29677, 1.29951, -0.80849)  0.155
H (0.68456, -0.27771, 0.93873)  0.194
H (0.51014, -1.59871, -0.09363)  0.215
H (-1.84170, -1.42355, -0.18786)  0.388
H (-1.26444, 1.17285, 1.21351)  0.220
H (-3.57059, 1.51127, 0.36448)  0.252
H (-2.39656, 1.33018, -1.09569)  0.220
H (-3.59530, 0.09392, -0.53825)  0.216
H (-0.99558, -0.92681, 2.34621)  0.488

The structure (SMILES) is CCNCCN[C@@H](C)/N=[N+](/[O-])O. The LUMO energy comes out at 0.654 eV. For the HOMO energy, the calculation gives -9.21 eV. The value obtained for the HOMO-LUMO gap is 9.87 eV.

=====

# 5
The following is a quantum chemistry calculation of an isolated ion of composition C2H8N2O2P and charge +1 at a distorted geometry, from the Open Molecules 2025 dataset.

Each line ends with the natural charge from an NBO analysis.
CARTESIAN COORDINATES (ANGSTROEM)
C (-2.19540, 0.96088, -0.74857)  0.047
N (-1.05426, 0.47607, -0.43422)  -0.482
C (-1.04330, -0.77672, 0.08487)  -0.103
N (0.38262, -0.96230, 0.42721)  -0.766
P (1.26654, 0.71237, 0.77110)  1.553
O (2.08097, 0.99346, -0.60171)  -1.000
O (2.43706, -0.25486, 1.32547)  -0.996
H (-2.28831, 1.95323, -1.28550)  0.218
H (-2.94809, 0.26579, -0.77352)  0.163
H (-1.43851, -1.62508, -0.56646)  0.225
H (-1.58762, -0.98244, 0.97058)  0.219
H (0.79118, -1.24839, -0.42460)  0.433
H (0.56574, -1.52354, 1.22937)  0.443
H (1.81110, 1.69757, -1.19958)  0.531
H (3.22027, 0.31395, 1.22558)  0.516

The structure (SMILES) is C=NC[NH2+]P(O)O. The LUMO energy comes out at -3.703 eV. Its net charge is +1. For the HOMO energy, the calculation gives -14.15 eV. The value obtained for the HOMO-LUMO gap is 10.45 eV.

=====

# 6
The following is a quantum chemistry calculation of a 2-piece molecular cluster, H4INSi overall at a distorted geometry, from the Open Molecules 2025 dataset.

Each line ends with the natural charge from an NBO analysis.
CARTESIAN COORDINATES (ANGSTROEM)
N (0.15166, 0.76526, -0.94540)  -1.325
Si (0.15327, 0.44056, 0.63323)  1.353
H (0.92065, 1.19449, -1.44151)  0.386
H (-1.13954, -0.01325, 1.11763)  -0.199
H (1.13823, 0.40097, 1.71156)  -0.204
I (-2.06718, -2.41315, -1.49535)  -0.141
H (-1.28259, -1.04129, -1.55449)  0.128

The structure (SMILES) is N=[SiH2].I. The LUMO energy comes out at -0.236 eV. For the HOMO energy, the calculation gives -9.70 eV. The value obtained for the HOMO-LUMO gap is 9.46 eV.

=====

# 7
The following is a quantum chemistry calculation of C8H6Cl3NO3 as an isolated structure at a distorted geometry, from the Open Molecules 2025 dataset.

Each line ends with the natural charge from an NBO analysis.
CARTESIAN COORDINATES (ANGSTROEM)
C (0.30397, 1.68870, 1.13123)  -0.185
C (0.93593, 1.52819, -0.09193)  -0.213
C (-0.57670, 0.72152, 1.58766)  -0.203
C (0.70626, 0.39967, -0.85512)  -0.181
C (-0.84179, -0.39350, 0.81594)  -0.188
C (-0.19167, -0.56590, -0.40461)  -0.088
C (-0.50944, -1.75546, -1.20486)  0.569
C (1.99467, -4.09406, 1.44647)  -0.244
N (0.57261, -2.40688, -1.78446)  0.245
O (1.78131, -2.19395, -1.56508)  -0.327
O (0.22687, -3.54369, -2.49923)  -0.526
O (-1.62018, -2.23893, -1.38875)  -0.572
Cl (2.71384, -3.14485, 0.26370)  0.185
Cl (0.89802, -3.31928, 2.51330)  0.051
Cl (1.58259, -5.70703, 1.03324)  0.061
H (0.49297, 2.56868, 1.72663)  0.218
H (1.61201, 2.28621, -0.45637)  0.220
H (-1.06298, 0.83859, 2.54361)  0.218
H (1.20788, 0.27768, -1.80117)  0.227
H (-1.53962, -1.14506, 1.15292)  0.230
H (-0.75336, -3.57670, -2.40538)  0.504

The LUMO energy (spin up / spin down) comes out at -0.500 / -1.230 eV. For the HOMO energy (spin up / spin down), the calculation gives -8.87 / -8.20 eV. The value obtained for the HOMO-LUMO gap (spin up / spin down) is 8.37 / 6.97 eV.

=====

Relative energy (zero: lowest compared OMol25 entry of this formula, charge and spin) (eV)
4.941, 1.983, 0.326, 2.909, 0.000, 2.712, 1.520